{
  "formula": "C4H33N2O12",
  "method": "the ωB97M-V functional and the def2-TZVPD basis",
  "gap_ev": 10.9,
  "charge": 1,
  "species": ["O", "O", "O", "O", "O", "O", "O", "O", "O", "O", "O", "O", "N", "N", "C", "C", "C", "C", "H", "H", "H", "H", "H", "H", "H", "H", "H", "H", "H", "H", "H", "H", "H", "H", "H", "H", "H", "H", "H", "H", "H", "H", "H", "H", "H", "H", "H", "H", "H", "H", "H"],
  "coordinates": [[3.543, -2.037, -0.650], [0.665, -3.754, 0.466], [2.683, 0.814, -0.313], [-1.050, -3.093, -2.063], [-2.572, 0.780, -3.052], [-4.001, -1.144, 0.927], [-0.985, 1.206, -0.681], [-0.634, -1.227, -4.186], [2.577, -2.955, 2.077], [-1.497, -0.379, 3.042], [-3.741, 1.482, -0.756], [-0.703, -1.306, -0.005], [0.394, 0.926, 1.763], [2.714, 2.496, -1.822], [1.401, 2.114, 1.814], [1.430, 2.736, 0.414], [2.337, 1.910, -0.661], [1.003, 3.110, 2.820], [1.386, -3.458, -0.112], [2.346, 1.571, 2.078], [-1.476, -1.655, 0.568], [-3.862, -0.318, 0.274], [0.483, 2.910, -0.174], [2.390, 3.477, -2.219], [-2.093, 1.342, -3.686], [0.255, 0.607, 0.839], [-2.049, -0.122, -3.134], [-1.358, -0.646, 3.911], [-0.841, 0.292, -0.912], [-3.459, 1.424, -1.668], [-1.417, -2.374, -1.529], [-0.463, 1.369, 2.051], [3.223, -1.153, -0.658], [-2.266, -0.624, 2.561], [3.070, -2.757, 2.898], [3.174, -2.838, 1.320], [3.318, 1.977, -2.434], [0.716, 0.174, 2.358], [-4.553, -1.751, 0.552], [-0.327, -1.915, -3.661], [-1.412, -1.651, -4.497], [-0.009, -1.865, 0.351], [-1.711, 1.505, -1.267], [-4.609, 1.377, -0.659], [0.824, 2.785, 3.819], [-1.768, -3.800, -1.992], [4.496, -2.038, -0.607], [1.721, 3.885, 2.770], [-0.035, 3.608, 2.575], [0.820, -4.653, 0.665], [1.923, 3.635, 0.483]],
  "lowdin_charge": [-0.03, -0.04, 0.04, -0.08, -0.09, -0.05, -0.07, -0.01, -0.09, 0.01, 0.00, -0.08, 0.22, 0.16, -0.31, -0.06, -0.50, -0.05, 0.04, 0.17, 0.11, 0.09, 0.13, 0.18, 0.08, 0.06, 0.09, 0.03, 0.00, 0.00, 0.00, 0.13, -0.02, 0.02, 0.05, 0.00, 0.11, 0.15, -0.02, -0.02, 0.04, 0.03, 0.03, -0.02, 0.08, 0.10, 0.05, 0.08, 0.15, 0.04, 0.08]
}



{
  "formula": "C6H13N2",
  "method": "the ωB97M-V functional and the def2-TZVPD basis",
  "gap_ev": 8.3,
  "charge": 1,
  "species": ["N", "N", "C", "C", "C", "C", "C", "C", "H", "H", "H", "H", "H", "H", "H", "H", "H", "H", "H", "H", "H"],
  "coordinates": [[1.861, 0.456, 1.420], [-2.192, -1.333, -0.406], [-1.167, -1.146, 0.371], [2.419, -1.343, -0.180], [-2.352, -0.192, 0.517], [1.787, -0.091, 0.214], [-2.230, 1.189, -0.094], [0.917, 0.662, -0.801], [-3.331, 1.487, -0.347], [1.527, 1.429, 1.502], [1.563, -1.968, -0.415], [3.121, -1.843, 0.553], [2.919, -1.073, -1.206], [-1.792, 2.013, 0.520], [0.366, 1.392, -0.181], [-3.059, -0.249, 1.372], [-2.687, -1.853, -1.044], [-1.589, 1.204, -1.067], [2.300, -0.083, 2.178], [1.435, 1.336, -1.538], [0.183, 0.006, -1.368]],
  "lowdin_charge": [0.24, 0.07, 0.02, -0.01, -0.34, -0.32, -0.11, -0.04, 0.11, 0.16, 0.09, 0.12, 0.16, 0.07, 0.06, 0.13, 0.11, 0.08, 0.16, 0.12, 0.10]
}



ΔE to the lowest compared entry with this formula, charge and spin: 2.888; 4.267 (eV)
F_max: 6.16; 4.73 (eV/A)